1.
A molecular structure, C38H32N4O3PPdS3 in a non-equilibrium geometry. Source: OMol25; level of theory: the ωB97M-V functional and the def2-TZVPD basis.

Atoms and positions in Å:
Pd -0.46 0.39 -0.08
C 0.56 -0.11 5.56
S 1.34 1.34 4.82
C 0.92 1.22 3.14
S -0.83 0.80 2.65
N 1.74 1.69 2.29
N 1.32 1.61 0.96
C 2.04 2.27 0.15
C 1.78 2.15 -1.30
C 2.49 2.95 -2.18
C 2.27 2.80 -3.55
C 1.38 1.83 -3.98
C 0.72 1.06 -3.03
N 0.91 1.23 -1.72
H 0.91 -0.11 6.59
H 0.90 -1.02 5.07
H -0.52 -0.03 5.54
H 2.86 2.90 0.50
H 3.19 3.68 -1.80
H 2.79 3.43 -4.26
H 1.19 1.67 -5.03
H 0.02 0.29 -3.32
O -0.55 -0.91 2.63
S -1.99 -1.58 2.08
O -1.68 0.99 3.81
O -2.25 -0.85 0.82
C -1.24 -3.11 1.60
C -1.82 -4.26 2.12
C -1.34 -5.50 1.73
C -0.30 -5.57 0.81
C 0.26 -4.41 0.29
C -0.20 -3.16 0.68
P 0.62 -1.68 -0.02
C 0.90 -2.20 -1.74
C -0.25 -2.35 -2.52
C -0.14 -2.71 -3.85
C 1.12 -2.92 -4.42
C 2.25 -2.77 -3.64
C 2.15 -2.42 -2.30
C 2.23 -1.64 0.81
C 3.19 -0.75 0.33
C 4.40 -0.60 0.99
C 4.66 -1.34 2.14
C 3.71 -2.22 2.63
C 2.49 -2.37 1.97
H -2.64 -4.17 2.83
H -1.79 -6.40 2.12
H 0.07 -6.53 0.50
H 1.07 -4.49 -0.43
H -1.23 -2.19 -2.08
H -1.03 -2.83 -4.45
H 1.20 -3.20 -5.46
H 3.23 -2.94 -4.07
H 3.05 -2.32 -1.70
H 2.99 -0.17 -0.56
H 5.14 0.08 0.60
H 5.60 -1.22 2.66
H 3.91 -2.79 3.52
H 1.76 -3.06 2.36
C -3.85 1.93 -3.95
C -3.18 0.80 -3.50
C -2.50 0.82 -2.29
C -2.47 1.98 -1.49
C -3.16 3.11 -1.96
C -3.84 3.08 -3.16
N -1.72 2.01 -0.32
C -2.09 2.84 0.75
C -3.41 2.89 1.21
C -3.73 3.65 2.33
C -2.75 4.37 3.00
C -1.44 4.33 2.55
C -1.11 3.58 1.43
H -4.38 1.91 -4.89
H -3.19 -0.11 -4.09
H -2.03 -0.08 -1.92
H -3.14 4.02 -1.38
H -4.36 3.96 -3.50
H -4.17 2.31 0.71
H -4.75 3.67 2.68
H -3.01 4.96 3.87
H -0.67 4.90 3.06
H -0.10 3.57 1.05

Spin multiplicity ... 1
Total charge ... +1
Electronic energy ... -97294.30798 eV

Atomic partial charges in e from the Löwdin method, atoms 1 to 5: 0.731, -0.360, 0.944, -0.719, 0.878

=====

2.
A molecular structure, C38H33BrFINO4P2SSn. Source: OMol25; level of theory: the ωB97M-V functional and the def2-TZVPD basis.

Atoms and positions in Å:
Sn -0.15 0.24 -1.95
C -1.86 0.47 2.02
N -2.24 1.85 1.83
C -1.86 2.43 0.56
P -0.02 2.55 0.26
C 0.00 2.94 -1.54
C -1.12 3.26 -2.33
C -0.98 3.43 -3.70
C 0.26 3.32 -4.31
C 1.38 3.03 -3.55
C 1.25 2.83 -2.18
C 0.45 4.12 1.04
C 0.56 4.10 2.43
C 0.92 5.25 3.12
C 1.21 6.42 2.42
C 1.12 6.43 1.03
C 0.74 5.28 0.34
C -2.74 2.64 2.88
C -3.22 2.03 4.04
C -3.73 2.79 5.08
C -3.79 4.17 4.99
C -3.31 4.78 3.84
C -2.78 4.04 2.80
P -0.25 0.22 2.98
C 0.33 -1.28 2.07
C -0.27 -2.53 2.17
C 0.19 -3.61 1.42
C 1.25 -3.45 0.54
C 1.83 -2.21 0.48
C 1.41 -1.11 1.20
C -0.76 -0.48 4.59
C 0.02 -0.12 5.68
C -0.28 -0.58 6.96
C -1.37 -1.40 7.16
C -2.16 -1.78 6.08
C -1.86 -1.32 4.81
H -1.70 0.03 1.03
H -2.67 -0.11 2.46
H -2.34 3.40 0.43
H -2.26 1.79 -0.24
H -2.09 3.37 -1.87
H -1.85 3.67 -4.30
H 0.35 3.45 -5.38
H 2.35 2.94 -4.01
H 2.12 2.59 -1.58
H 0.36 3.19 2.99
H 0.99 5.23 4.20
H 1.50 7.31 2.95
H 1.35 7.33 0.48
H 0.67 5.31 -0.74
H -3.20 0.96 4.15
H -4.10 2.29 5.96
H -4.19 4.76 5.80
H -3.33 5.86 3.75
H -2.39 4.56 1.95
H -1.09 -2.68 2.86
H -0.30 -4.58 1.51
H 1.60 -4.27 -0.07
H 3.43 -2.84 -0.55
H 1.92 -0.16 1.11
H 0.87 0.54 5.53
H 0.34 -0.28 7.79
H -1.61 -1.76 8.15
H -3.02 -2.42 6.23
H -2.51 -1.61 3.99
O 3.72 -1.83 -2.81
S 2.57 -1.29 -2.19
O 2.94 -2.01 -0.41
O 2.48 0.10 -1.82
O 1.27 -1.88 -2.39
F -0.08 0.22 -3.88
Br -1.24 -5.69 -0.90
C -2.70 -5.09 0.14
C -3.31 -6.01 0.98
C -4.39 -5.62 1.76
C -4.86 -4.32 1.70
C -4.24 -3.40 0.87
C -3.16 -3.78 0.08
I -2.26 -2.34 -1.12
H -2.95 -7.02 1.02
H -4.87 -6.34 2.41
H -5.71 -4.01 2.30
H -4.61 -2.38 0.81

Spin multiplicity ... 1
Total charge ... +1
Energy above the lowest of the compared OMol25 structures with the same formula, charge and spin ... 61.2 kcal per mole
Electronic energy ... -165720.62066 eV

Atomic partial charges in e from the Löwdin method, atoms 1 to 5: 1.283, -0.322, -0.188, -0.326, 1.021

=====

| no. | HOMO level (eV) |
| --- | --- |
| 1 | -8.97 |
| 2 | -9.72 |